<w>
{"formula": "C10H15N3O", "method": "the ωB97M-V functional and the def2-TZVPD basis", "symbols": ["O", "N", "N", "N", "C", "C", "C", "C", "C", "C", "C", "C", "C", "C", "H", "H", "H", "H", "H", "H", "H", "H", "H", "H", "H", "H", "H", "H", "H"], "coordinates": [[-0.895, -0.026, 0.130], [-2.909, -2.453, -2.904], [0.116, -0.981, -1.650], [-1.771, 1.665, -1.083], [-2.718, 2.271, -2.028], [-1.794, 0.194, -0.946], [-2.172, -1.615, -2.543], [1.394, -0.901, 0.468], [2.289, -1.080, 2.678], [1.061, -1.492, 1.866], [2.148, 0.437, 0.763], [-1.210, -0.545, -2.177], [2.483, 0.388, 2.249], [0.167, -0.677, -0.369], [1.577, 1.354, 0.519], [0.945, -2.550, 1.750], [2.119, -1.163, 3.782], [-1.826, 2.126, -0.144], [-1.103, 0.109, -3.009], [2.035, -1.619, -0.056], [-2.805, -0.185, -0.672], [3.187, -1.672, 2.441], [-3.743, 2.151, -1.573], [3.506, 0.711, 2.386], [3.044, 0.476, 0.121], [-2.616, 1.745, -2.966], [0.140, -1.049, 2.295], [-2.513, 3.346, -2.187], [1.863, 1.037, 2.862]], "charge": 0, "e_lumo_ev": 0.77}

<x>
{"formula": "C10H15N3O", "method": "the ωB97M-V functional and the def2-TZVPD basis", "symbols": ["O", "N", "N", "N", "C", "C", "C", "C", "C", "C", "C", "C", "C", "C", "H", "H", "H", "H", "H", "H", "H", "H", "H", "H", "H", "H", "H", "H", "H"], "coordinates": [[0.385, 3.973, 3.035], [0.485, 1.316, 0.733], [0.253, 2.017, 1.886], [1.436, 3.919, 1.101], [0.622, 3.348, 2.032], [-1.000, -0.573, 1.453], [0.337, 0.451, -2.101], [-1.082, -2.589, -0.052], [0.261, -0.504, -0.881], [-0.250, -1.920, -1.123], [0.013, -2.603, -2.302], [-1.922, -1.563, 0.739], [1.610, -0.132, -1.534], [-0.071, 0.128, 0.478], [0.036, 0.078, -3.084], [-0.268, 1.592, 2.677], [-0.430, -1.078, 2.262], [2.169, -0.894, -2.077], [-1.717, -3.367, -0.511], [2.254, 0.511, -0.931], [-2.595, -0.994, 0.077], [0.488, -2.143, -3.159], [1.993, 4.718, 1.377], [0.165, 1.528, -1.998], [-0.329, -3.615, -2.459], [-1.616, 0.191, 1.938], [-0.414, -3.080, 0.656], [-2.536, -2.079, 1.472], [1.722, 3.363, 0.296]], "charge": 0, "e_lumo_ev": 0.77}

In order of decreasing stability: <w>, <x>.

<w>
{"formula": "C17H33BN6RuSi2", "method": "the ωB97M-V functional and the def2-TZVPD basis", "symbols": ["Ru", "Si", "Si", "N", "N", "N", "N", "N", "N", "C", "C", "C", "C", "C", "C", "C", "C", "C", "C", "C", "C", "C", "C", "C", "C", "C", "B", "H", "H", "H", "H", "H", "H", "H", "H", "H", "H", "H", "H", "H", "H", "H", "H", "H", "H", "H", "H", "H", "H", "H", "H", "H", "H", "H", "H", "H", "H", "H", "H", "H"], "coordinates": [[-0.327, -0.017, -0.132], [1.425, 0.157, 2.801], [-1.693, 0.773, 2.626], [1.670, -0.240, -2.404], [0.679, 2.088, -2.039], [-0.588, 0.292, -3.179], [1.280, -0.808, -1.192], [-1.245, -0.190, -2.065], [0.209, 1.844, -0.745], [-1.284, 2.450, 3.375], [-2.310, -0.215, 4.099], [3.029, -1.959, -1.997], [-2.547, -0.506, -3.850], [0.821, 3.418, -2.189], [0.487, 4.051, -1.004], [-2.441, -0.681, -2.466], [1.125, -0.280, 4.621], [-0.183, -0.106, 1.835], [2.093, 1.896, 2.802], [2.732, -1.071, 2.306], [2.117, -1.849, -0.937], [-2.247, -3.015, 1.360], [-1.369, 0.099, -4.256], [2.682, -0.971, -2.909], [0.081, 3.047, -0.119], [-3.098, 0.944, 1.433], [0.836, 0.909, -3.054], [-0.581, 2.382, 4.214], [-0.340, -1.218, 1.898], [3.828, -2.671, -2.076], [1.155, 3.815, -3.137], [-3.161, 0.328, 4.534], [1.438, 2.608, 3.316], [-2.221, 2.867, 3.777], [-2.787, 1.393, 0.482], [1.995, -2.427, -0.032], [-0.317, 3.089, 0.885], [1.323, 1.275, -4.094], [-1.006, 0.428, -5.215], [-2.180, -1.965, 1.005], [-1.267, -3.498, 1.261], [-3.373, -0.781, -4.472], [-2.576, -3.055, 2.410], [-3.561, -0.027, 1.229], [-0.892, 3.183, 2.663], [-3.142, -1.094, -1.751], [3.114, -0.884, 1.296], [2.344, -2.097, 2.354], [2.277, 2.263, 1.786], [0.530, 5.103, -0.783], [3.050, -0.740, -3.897], [3.575, -1.000, 3.009], [-1.559, -0.340, 4.889], [3.054, 1.885, 3.340], [-3.856, 1.590, 1.900], [-2.662, -1.209, 3.800], [0.744, -1.307, 4.712], [-2.972, -3.549, 0.734], [0.435, 0.405, 5.130], [2.097, -0.230, 5.136]], "charge": 2, "spin_multiplicity": 5, "s_squared": 6.035, "e_lumo_ev": [-8.76, -9.61]}

<x>
{"formula": "C17H33BN6RuSi2", "method": "the ωB97M-V functional and the def2-TZVPD basis", "symbols": ["Ru", "Si", "Si", "N", "N", "N", "N", "N", "N", "C", "C", "C", "C", "C", "C", "C", "C", "C", "C", "C", "C", "C", "C", "C", "C", "C", "B", "H", "H", "H", "H", "H", "H", "H", "H", "H", "H", "H", "H", "H", "H", "H", "H", "H", "H", "H", "H", "H", "H", "H", "H", "H", "H", "H", "H", "H", "H", "H", "H", "H"], "coordinates": [[-1.021, -0.480, 0.206], [1.362, 0.117, 2.821], [-1.797, 0.593, 2.685], [-1.492, -0.427, -1.680], [0.621, 1.796, -1.846], [1.464, -1.099, -1.238], [0.050, 1.705, -0.615], [-0.758, -0.019, -2.803], [1.801, -0.393, -2.337], [1.216, -0.033, 4.710], [1.926, 1.863, 2.459], [0.936, 3.080, -2.110], [-0.295, -0.438, 2.083], [3.284, -2.022, -2.030], [0.053, 2.951, -0.077], [-3.095, 1.002, 1.397], [-2.855, -0.465, -3.480], [2.914, -0.960, -2.850], [-1.603, 0.005, -3.862], [-2.545, -0.440, 4.075], [0.594, 3.837, -1.000], [2.324, -2.104, -1.014], [2.699, -1.071, 2.280], [-2.766, -0.738, -2.109], [-2.120, -2.045, 0.838], [-1.341, 2.245, 3.495], [0.693, 0.601, -2.813], [-0.422, -1.450, 2.490], [1.347, 3.375, -3.060], [0.698, 0.809, 5.188], [-3.490, -1.098, -1.397], [-3.713, -0.630, -4.101], [0.702, -0.961, 4.996], [0.976, 0.969, -3.896], [2.850, 2.047, 3.028], [-2.675, -2.463, -0.021], [-3.916, 0.276, 1.439], [-2.264, 2.607, 3.979], [3.333, -0.612, -3.757], [2.158, 1.977, 1.394], [-1.034, 3.001, 2.761], [-3.344, 0.150, 4.549], [3.431, -1.174, 3.094], [-1.320, -2.783, 1.027], [2.327, -2.739, -0.129], [2.292, -2.062, 2.050], [0.734, 4.883, -0.884], [-3.477, 1.995, 1.673], [4.143, -2.623, -2.112], [-0.571, 2.180, 4.276], [1.199, 2.633, 2.742], [0.520, -0.627, -0.746], [-1.231, 0.344, -4.827], [-2.694, 1.054, 0.363], [-2.979, -1.374, 3.701], [-0.300, 3.164, 0.923], [3.227, -0.697, 1.395], [2.239, -0.072, 5.113], [-1.803, -0.685, 4.846], [-2.748, -1.889, 1.737]], "charge": 2, "spin_multiplicity": 5, "s_squared": 6.020, "e_lumo_ev": [-6.65, -9.46]}

In order of decreasing stability: <w>, <x>.

<w>
{"formula": "C8H8", "method": "the ωB97M-V functional and the def2-TZVPD basis", "symbols": ["C", "C", "C", "C", "C", "C", "C", "C", "H", "H", "H", "H", "H", "H", "H", "H"], "coordinates": [[0.412, -0.599, 0.434], [-0.938, 1.279, -0.059], [0.476, 0.081, 1.670], [-0.345, 0.244, -0.581], [-0.379, -0.109, -1.918], [0.888, -1.742, -0.159], [-0.643, 1.241, 1.483], [0.018, -0.521, -3.106], [-1.749, 1.968, -0.548], [0.345, -2.116, -1.237], [1.469, -2.587, 0.371], [-1.527, 1.090, 2.126], [1.464, 0.783, 1.652], [0.198, -0.573, 2.580], [0.454, -0.601, -4.311], [-0.144, 2.163, 1.602]], "charge": 0, "e_lumo_ev": 0.72}

<x>
{"formula": "C8H8", "method": "the ωB97M-V functional and the def2-TZVPD basis", "symbols": ["C", "C", "C", "C", "C", "C", "C", "C", "H", "H", "H", "H", "H", "H", "H", "H"], "coordinates": [[-1.185, 1.155, 1.197], [0.234, 1.332, 1.467], [-0.936, -1.568, -1.426], [-0.611, -0.357, -0.657], [1.171, 0.653, 0.866], [-1.463, 0.418, 0.106], [0.878, -0.227, -0.400], [1.753, -1.095, -0.995], [0.764, 1.895, 2.345], [1.352, -1.554, -1.948], [-2.035, -1.611, -1.828], [2.085, 1.199, 0.915], [-1.975, 1.669, 1.882], [0.334, -1.841, -1.789], [2.922, -1.763, -0.350], [-2.498, 0.142, -0.167]], "charge": 0, "e_lumo_ev": -0.60}

In order of decreasing stability: <w>, <x>.

<w>
{"formula": "C8H8", "method": "the ωB97M-V functional and the def2-TZVPD basis", "symbols": ["C", "C", "C", "C", "C", "C", "C", "C", "H", "H", "H", "H", "H", "H", "H", "H"], "coordinates": [[1.377, 0.854, 0.034], [-0.049, -1.046, 1.196], [0.648, -1.424, 0.105], [1.540, -0.428, -0.536], [-0.208, 0.247, 1.788], [-1.570, 0.300, -1.537], [0.615, 1.160, 1.307], [-2.522, 0.519, -2.214], [0.481, -2.418, -0.502], [2.255, 1.474, -0.382], [-3.078, 0.097, -3.470], [-0.583, -1.836, 1.944], [-0.766, 0.473, 2.775], [1.840, -0.750, -1.552], [0.793, 2.094, 1.746], [-0.774, 0.683, -0.701]], "charge": 0, "e_lumo_ev": 0.78}

<x>
{"formula": "C8H8", "method": "the ωB97M-V functional and the def2-TZVPD basis", "symbols": ["C", "C", "C", "C", "C", "C", "C", "C", "H", "H", "H", "H", "H", "H", "H", "H"], "coordinates": [[-1.529, -0.518, -1.663], [1.020, 0.862, 1.800], [0.358, 0.775, -0.625], [-0.990, -0.455, -0.318], [0.568, -0.557, 1.405], [1.381, 0.445, 0.349], [-0.673, -0.905, 0.982], [0.011, -0.331, -1.436], [-1.232, -1.546, 1.619], [-1.821, -1.486, -2.113], [2.425, 0.161, 0.255], [-2.211, 0.110, -2.112], [0.647, -1.158, -1.779], [-0.095, 1.798, -0.748], [0.327, 1.665, 1.890], [1.812, 1.139, 2.495]], "charge": 0, "e_lumo_ev": [0.46, 0.46]}

<y>
{"formula": "C8H8", "method": "the ωB97M-V functional and the def2-TZVPD basis", "symbols": ["C", "C", "C", "C", "C", "C", "C", "C", "H", "H", "H", "H", "H", "H", "H", "H"], "coordinates": [[0.744, 1.857, 0.773], [-1.210, 1.178, -0.561], [0.240, -0.822, -0.273], [-0.961, -0.163, -0.613], [-0.413, 2.174, 0.153], [1.550, -0.246, -0.549], [1.300, 0.667, 0.348], [0.115, -2.232, 0.215], [2.359, -0.687, -1.190], [-0.250, -2.251, 1.302], [0.928, 2.281, 1.751], [1.064, -2.804, 0.020], [-2.284, 1.466, -0.663], [-0.806, 3.115, 0.407], [-1.728, -0.799, -0.650], [-0.648, -2.734, -0.471]], "charge": 0, "e_lumo_ev": 0.94}

In order of decreasing stability: <y>, <w>, <x>.